Computed, not measured: C47H57Br2N6O5PtSi as an isolated structure at a distorted geometry, with ωB97M-V/def2-TZVPD.

## Properties
Net charge: +1
Total energy: -220048.4590 eV
HOMO energy: -10.96 eV
LUMO: -5.84 eV
HOMO-LUMO gap: 5.12 eV

Geometry as XYZ:
```
119
C47H57Br2N6O5PtSi, DFT ωB97M-V/def2-TZVPD
Pt -1.171 -2.202 -0.247
C 1.491 -4.407 1.705
C 2.070 -4.331 0.324
C 3.439 -4.429 0.133
C 3.984 -4.382 -1.141
C 3.159 -4.275 -2.247
C 1.779 -4.180 -2.095
C 0.892 -4.213 -3.307
C 1.251 -4.170 -0.800
N -0.161 -4.024 -0.654
C -0.872 -5.140 -0.350
O -0.460 -6.270 -0.206
C -2.344 -4.855 -0.312
C -3.327 -5.825 -0.272
C -4.658 -5.429 -0.289
C -4.974 -4.073 -0.326
C -3.937 -3.166 -0.350
N -2.669 -3.569 -0.361
C -4.091 -1.676 -0.318
O -5.183 -1.160 -0.264
N -2.889 -1.024 -0.423
C -3.015 0.409 -0.415
C -3.098 1.023 -1.674
C -3.036 0.236 -2.951
C -3.356 2.387 -1.732
C -3.569 3.117 -0.578
C -3.537 2.486 0.654
C -3.259 1.131 0.759
C -3.242 0.503 2.120
H 2.273 -4.318 2.457
H 0.980 -5.361 1.854
H 0.765 -3.613 1.873
H 4.088 -4.539 0.992
H 5.056 -4.441 -1.271
H 3.582 -4.287 -3.244
H 1.427 -3.869 -4.192
H -0.013 -3.619 -3.195
H 0.569 -5.240 -3.496
H -3.012 -6.859 -0.233
H -5.445 -6.170 -0.264
H -5.987 -3.695 -0.326
H -2.037 -0.121 -3.186
H -3.353 0.855 -3.788
H -3.696 -0.632 -2.914
H -3.430 2.867 -2.700
H -3.785 4.176 -0.638
H -3.737 3.052 1.555
H -3.389 1.263 2.886
H -2.288 0.025 2.320
H -4.038 -0.239 2.225
Br 3.683 0.090 -5.526
C 2.311 -0.448 -4.359
C 1.018 -0.607 -4.848
N 0.004 -0.978 -4.073
C 0.271 -1.179 -2.802
C 1.510 -1.051 -2.207
C 2.571 -0.674 -3.022
C 1.744 -1.247 -0.755
O 2.816 -1.095 -0.238
O 0.714 -1.584 0.039
H 0.801 -0.426 -5.893
H -0.583 -1.461 -2.158
H 3.561 -0.567 -2.597
N -2.333 -2.129 6.769
C -1.260 -1.716 6.064
O -0.272 -1.229 6.562
C -1.318 -1.876 4.555
C -2.302 -2.564 3.857
C -2.236 -2.641 2.484
N -1.229 -2.075 1.796
C -0.270 -1.402 2.453
C -0.293 -1.297 3.827
H -2.298 -2.028 7.771
H -3.165 -2.503 6.356
H -3.132 -3.056 4.343
H -2.993 -3.165 1.931
H 0.512 -0.959 1.854
H 0.492 -0.761 4.342
C 1.149 4.131 2.836
C 0.747 4.585 1.425
C -0.789 4.647 1.421
C 1.284 6.009 1.201
Si 1.444 3.386 0.099
Br 0.092 1.521 0.279
C 1.186 3.960 -1.713
C 1.222 2.791 -2.712
C 2.266 4.979 -2.115
C -0.186 4.629 -1.874
C 3.218 2.767 0.476
C 3.820 2.045 -0.738
C 3.261 1.766 1.641
C 4.134 3.958 0.814
H 0.698 4.814 3.562
H 2.224 4.147 3.003
H 0.781 3.126 3.056
H -1.108 5.283 2.252
H -1.232 3.661 1.563
H -1.201 5.071 0.508
H 0.886 6.664 1.982
H 0.971 6.424 0.243
H 2.371 6.065 1.252
H 2.185 2.286 -2.745
H 1.025 3.189 -3.713
H 0.452 2.047 -2.493
H 3.267 4.550 -2.123
H 2.282 5.854 -1.464
H 2.057 5.333 -3.130
H -0.999 3.971 -1.562
H -0.336 4.869 -2.932
H -0.265 5.564 -1.320
H 3.202 1.203 -1.045
H 4.798 1.642 -0.457
H 3.971 2.703 -1.592
H 2.752 0.838 1.382
H 2.832 2.153 2.562
H 4.307 1.515 1.841
H 4.149 4.713 0.026
H 5.158 3.592 0.934
H 3.857 4.450 1.745
```

Mulliken population analysis, charges in e, atoms 1 to 2:
1. Pt 0.82
2. C -1.24